# 1
Here is 2 unconnected molecules or ions with the total composition C2N2O3 from the OMol25 dataset. Energies are from ωB97M-V/def2-TZVPD.

HOMO-LUMO gap (alpha / beta) = 0.304 / 0.304 Ha
2S+1 = 1
SMILES string = N#CN=O.O=C=O
E_LUMO (alpha / beta) = -0.0913 / -0.0920 hartree
ΔE to the lowest compared entry with this formula, charge and spin = 5.8 kcal per mole

Each line ends with the natural charge from an NBO analysis.
Atoms and positions in Å:
N  0.531  0.276  -1.022  -0.229
C  1.401  -0.279  -0.504  0.296
N  2.606  -0.613  -0.043  0.085
O  2.956  -1.343  0.870  -0.153
O  -1.748  0.948  1.043  -0.523
C  -2.468  0.628  0.205  1.026
O  -3.277  0.382  -0.549  -0.503

---

# 2
Here is a molecular structure, C2H8Ag2BrN4O2 from the OMol25 dataset. Energies are from ωB97M-V/def2-TZVPD.

HOMO-LUMO gap = 0.214 Ha
2S+1 = 1
net charge = +1
E_LUMO = -0.2155 hartree
ΔE to the lowest compared entry with this formula, charge and spin = 21.2 kcal per mole

Each line ends with the natural charge from an NBO analysis.
Atoms and positions in Å:
Ag  -1.380  3.438  -3.411  0.910
Ag  2.374  4.253  -2.257  0.898
Br  0.806  1.985  -2.322  -0.792
C  0.662  -2.238  -0.207  0.782
O  0.379  -1.755  0.880  -0.673
N  0.963  -3.575  -0.321  -0.830
N  0.719  -1.506  -1.373  -0.843
H  0.595  -4.176  0.393  0.417
H  1.154  -3.919  -1.245  0.384
H  0.933  -0.529  -1.244  0.392
H  1.194  -1.944  -2.145  0.382
C  -1.040  1.761  1.589  0.776
O  -1.015  2.974  1.412  -0.700
N  -0.877  0.866  0.560  -0.876
N  -1.258  1.181  2.803  -0.838
H  -0.737  -0.111  0.762  0.423
H  -0.521  1.303  -0.267  0.381
H  -1.438  1.780  3.585  0.410
H  -1.510  0.210  2.808  0.395

---

What did the second record say?
Here is a molecular structure, C2H8Ag2BrN4O2 from the OMol25 dataset. Energies are from ωB97M-V/def2-TZVPD.

HOMO-LUMO gap = 0.214 Ha
2S+1 = 1
net charge = +1
E_LUMO = -0.2155 hartree
ΔE to the lowest compared entry with this formula, charge and spin = 21.2 kcal per mole

Each line ends with the natural charge from an NBO analysis.
Atoms and positions in Å:
Ag  -1.380  3.438  -3.411  0.910
Ag  2.374  4.253  -2.257  0.898
Br  0.806  1.985  -2.322  -0.792
C  0.662  -2.238  -0.207  0.782
O  0.379  -1.755  0.880  -0.673
N  0.963  -3.575  -0.321  -0.830
N  0.719  -1.506  -1.373  -0.843
H  0.595  -4.176  0.393  0.417
H  1.154  -3.919  -1.245  0.384
H  0.933  -0.529  -1.244  0.392
H  1.194  -1.944  -2.145  0.382
C  -1.040  1.761  1.589  0.776
O  -1.015  2.974  1.412  -0.700
N  -0.877  0.866  0.560  -0.876
N  -1.258  1.181  2.803  -0.838
H  -0.737  -0.111  0.762  0.423
H  -0.521  1.303  -0.267  0.381
H  -1.438  1.780  3.585  0.410
H  -1.510  0.210  2.808  0.395

---

- Which value of 2S+1 does entry 2 give?
  1

---

- Among the records above, which one has the lowest ΔE to the lowest compared entry with this formula, charge and spin?
  C2N2O3